CH2OPS2 | ωB97M-V/def2-TZVPD

Positions of all 7 atoms, in Å:
C 0.984 -0.947 2.739
O 0.988 -2.096 3.216
P 0.392 -0.549 0.906
S 1.452 0.633 3.312
S 2.169 -0.857 0.216
H -0.653 -1.010 -0.043
H -0.065 0.779 0.859

## Properties
**Orbital gap**: 7.494 eV
**Energy above the lowest of the compared OMol25 structures with the same formula, charge and spin**: 0.6925 eV
**SMILES string**: [O-]C(=S)[PH2]=S
**Net charge**: -1
**Energy**: -1252.308582 a.u.

---

CH2OS3 | ωB97M-V/def2-TZVPD

Positions of all 7 atoms, in Å:
C 0.278 0.033 0.774
O -0.339 -1.241 -1.525
S -1.942 1.175 -1.151
S 1.373 0.934 -0.332
S -0.453 0.003 -0.818
H 1.196 -1.429 1.405
H -0.112 0.525 1.648

## Properties
**Orbital gap**: 8.281 eV
**Energy above the lowest of the compared OMol25 structures with the same formula, charge and spin**: 3.6833 eV
**Net charge**: 0
**Energy**: -1308.913561 a.u.

---

CH2P2S3 | ωB97M-V/def2-TZVPD

Positions of all 8 atoms, in Å:
C 0.503 0.046 0.156
P 1.392 -1.249 1.121
P 1.905 0.761 -0.757
S 2.896 -1.086 -0.526
S 2.082 0.148 2.474
S 2.455 1.720 1.084
H -0.323 -0.505 -0.376
H 0.106 0.616 0.881

## Properties
**Orbital gap**: 8.504 eV
**Energy above the lowest of the compared OMol25 structures with the same formula, charge and spin**: 0.0512 eV
**Net charge**: 0
**Energy**: -1916.611279 a.u.